[1]
{"formula": "C5H14NO2", "method": "the ωB97M-V functional and the def2-TZVPD basis", "energy_ev": -10995.30202, "total_charge": -1, "symbols": ["C", "C", "N", "C", "C", "C", "O", "H", "H", "H", "H", "H", "H", "H", "H", "H", "H", "H", "H", "H", "H", "O"], "xyz": [[1.5485, -0.1752, -1.8748], [0.3960, -1.0050, -1.3122], [0.0912, -0.3005, -0.1069], [1.1743, -0.3127, 0.8536], [-1.1614, -0.8773, 0.5931], [-1.8177, 0.3519, 1.5758], [-0.9732, 0.7396, 2.5059], [1.7882, -0.3412, -2.8718], [2.5131, -0.3684, -1.3748], [1.2691, 0.9227, -1.7308], [-0.5801, -0.9298, -1.9802], [0.6575, -2.0834, -1.3259], [0.7938, -0.7401, 1.8721], [1.4883, 0.7391, 1.1132], [2.0084, -0.9436, 0.6939], [-1.8594, -1.2345, -0.1371], [-0.9698, -1.8409, 1.1544], [-2.6882, -0.1890, 2.0551], [-2.0412, 1.1078, 0.7893], [-0.5620, 2.2497, -0.8888], [-0.6439, 2.3507, 0.5851], [-0.4316, 2.8801, -0.1882]], "nbo_charge": [-0.623, -0.198, -0.487, -0.451, -0.285, 0.016, -0.943, 0.188, 0.200, 0.217, 0.174, 0.148, 0.234, 0.213, 0.158, 0.152, 0.140, 0.079, 0.071, 0.463, 0.500, -0.967]}

[2]
{"formula": "C5H14NO2", "method": "the ωB97M-V functional and the def2-TZVPD basis", "energy_ev": -10997.35969, "total_charge": -1, "symbols": ["C", "C", "C", "N", "C", "C", "O", "H", "H", "H", "H", "H", "H", "H", "H", "H", "H", "H", "H", "H", "H", "O"], "xyz": [[0.6920, 0.5146, 2.1093], [1.8806, -0.4121, 1.8405], [-0.2473, 0.5992, 0.9088], [0.4741, 1.1008, -0.2653], [-0.3530, 1.3943, -1.4366], [-0.9788, 0.1730, -2.1730], [-1.7474, -0.5941, -1.3226], [1.0942, 1.5204, 2.2966], [0.1550, 0.2259, 3.0141], [1.5087, -1.3643, 1.4491], [2.4468, -0.6218, 2.7500], [2.5512, 0.0255, 1.1033], [-0.7369, -0.3620, 0.7426], [-1.0532, 1.3147, 1.0937], [1.1608, 0.4112, -0.5489], [-1.2292, 1.9729, -1.1314], [0.2594, 1.9995, -2.1164], [-0.1873, -0.4429, -2.6474], [-1.6309, 0.5875, -2.9737], [-1.8003, -3.3573, -0.8171], [-1.2742, -1.8306, -1.0997], [-0.9842, -2.8542, -0.7758]], "nbo_charge": [-0.396, -0.618, -0.225, -0.652, -0.235, -0.050, -0.914, 0.179, 0.187, 0.218, 0.189, 0.198, 0.225, 0.175, 0.343, 0.171, 0.158, 0.110, 0.105, 0.430, 0.495, -1.093]}

| no. | LUMO (eV) | orbital gap (hartree) |
| --- | --- | --- |
| 1 | 3.7257 | 0.230 |
| 2 | 3.9569 | 0.269 |